Below is a 6-piece molecular cluster, C18H30O18 overall, with properties calculated with ωB97M-V/def2-TZVPD.

Element x y z (Å)
1 H 13.670 24.688 -11.718
2 C 14.425 20.463 -10.375
3 O 11.583 18.659 -12.567
4 H 18.153 21.991 -14.584
5 H 15.057 25.560 -8.921
6 C 14.139 17.894 -6.360
7 C 18.821 21.663 -11.794
8 O 15.100 23.300 -11.879
9 O 13.569 23.462 -9.108
10 C 18.992 21.452 -14.143
11 H 15.333 25.431 -11.657
12 H 18.169 21.303 -8.902
13 H 9.849 21.219 -12.986
14 O 17.963 21.167 -10.876
15 H 14.788 17.220 -5.801
16 H 14.763 19.855 -11.214
17 O 11.783 20.621 -13.404
18 H 11.354 21.909 -6.994
19 C 10.443 19.414 -12.128
20 O 12.362 15.096 -10.444
21 C 10.759 20.869 -12.497
22 C 14.127 26.124 -8.846
23 H 12.047 21.623 -8.571
24 O 13.798 14.411 -9.007
25 C 11.365 22.272 -8.022
26 H 14.290 26.955 -8.160
27 H 18.180 22.950 -9.726
28 H 14.107 15.740 -11.462
29 H 16.781 22.079 -9.451
30 O 18.636 20.921 -12.913
31 H 13.839 26.520 -9.820
32 O 13.233 18.987 -14.012
33 H 15.303 15.857 -9.475
34 O 12.896 19.153 -8.539
35 H 13.861 25.103 -13.941
36 C 15.520 22.698 -13.016
37 O 14.906 19.813 -9.143
38 C 12.204 19.324 -13.446
39 H 14.876 21.455 -10.389
40 H 10.325 19.280 -11.052
41 H 13.353 17.226 -6.715
42 O 15.293 23.449 -14.012
43 O 11.662 23.666 -7.884
44 C 13.534 16.023 -10.580
45 O 14.721 18.715 -7.282
46 H 9.527 19.143 -12.652
47 O 12.959 25.456 -8.255
48 C 12.748 14.071 -9.759
49 H 10.408 21.943 -8.428
50 O 19.569 22.609 -11.703
51 C 14.839 24.790 -13.578
52 H 14.063 16.499 -8.448
53 O 15.765 21.471 -13.058
54 O 12.352 12.972 -9.976
55 C 12.761 24.114 -8.465
56 C 14.249 15.750 -9.217
57 H 13.347 20.550 -10.515
58 H 15.605 25.513 -13.860
59 H 19.482 20.780 -14.847
60 H 13.710 18.482 -5.549
61 H 11.070 21.462 -11.637
62 C 17.822 21.920 -9.732
63 C 14.057 19.316 -8.249
64 H 13.245 17.072 -10.649
65 C 14.704 24.634 -12.056
66 H 19.771 22.212 -14.095

Properties
frontier orbital gap = 10.56 eV
energy relative to the best compared isomer or geometry (same formula, charge and spin) = 22.3 kcal/mol
SMILES string = COC(=O)OC.COC(=O)OC.COC(=O)OC.O=C1OCCO1.O=C1OCCO1.O=C1OCCO1
total charge = 0
LUMO energy = 0.1 eV

Atomic partial charges in e from the Mulliken method, atoms 1 to 6: H 0.243; C 0.333; O -0.293; H 0.221; H 0.281; C -0.845